[1]
Here is a structure of composition H2LiO from the Open Molecules 2025 dataset. Energies are from wB97M-V/def2-TZVPD.

```
! RIJCOSX wB97M-V def2-TZVPD def2/J DEFGRID3
* xyz 1 1
O -0.663 0.247 -0.225
H -1.169 0.232 -1.069
H -1.352 0.216 0.477
Li 3.184 -0.694 0.817
*
```

Max |F|, hartree/bohr: 0.02003
ΔE to the lowest compared entry with this formula, charge and spin, eV: 1.1595

[2]
Here is the molecule H2N2 from the Open Molecules 2025 dataset. Energies are from wB97M-V/def2-TZVPD.

```
! RIJCOSX wB97M-V def2-TZVPD def2/J DEFGRID3
* xyz 0 1
H -0.059 0.661 0.793
H 0.351 -1.003 0.004
N -0.384 0.664 -0.088
N 0.093 -0.322 -0.709
*
```

SMILES: [H]/N=N\[H]
Max |F|, hartree/bohr: 0.10990
ΔE to the lowest compared entry with this formula, charge and spin, eV: 0.4625

[3]
Here is a cluster of 2 separate species, H2N2O in total from the Open Molecules 2025 dataset. Energies are from wB97M-V/def2-TZVPD.

```
! RIJCOSX wB97M-V def2-TZVPD def2/J DEFGRID3
* xyz 0 1
N -0.255 0.761 0.112
N 0.342 -0.454 -0.359
O -0.980 -0.481 0.094
H -0.399 1.534 -0.561
H 1.292 -1.361 0.715
*
```

Max |F|, hartree/bohr: 0.06882
ΔE to the lowest compared entry with this formula, charge and spin, eV: 8.7773

[4]
Here is the molecule H2N2O2 from the Open Molecules 2025 dataset. Energies are from wB97M-V/def2-TZVPD.

```
! RIJCOSX wB97M-V def2-TZVPD def2/J DEFGRID3
* xyz 0 1
N -0.220 0.220 -0.154
N -1.246 0.243 -1.065
O -0.917 0.377 -2.233
O -2.337 0.183 -0.601
H 0.640 0.194 -0.678
H -0.649 0.025 0.734
*
```

SMILES: N[N+](=O)[O-]
Max |F|, hartree/bohr: 0.04322
ΔE to the lowest compared entry with this formula, charge and spin, eV: 1.4763

[5]
Here is a cluster of 2 separate species, H2N2O2 in total from the Open Molecules 2025 dataset. Energies are from wB97M-V/def2-TZVPD.

```
! RIJCOSX wB97M-V def2-TZVPD def2/J DEFGRID3
* xyz 0 1
N -1.143 0.013 -0.261
N 1.098 0.217 -0.043
O 1.616 0.859 -0.868
O 1.237 -0.224 1.012
H -1.213 0.016 0.803
H -1.595 -0.882 -0.642
*
```

Max |F|, hartree/bohr: 0.07966
ΔE to the lowest compared entry with this formula, charge and spin, eV: 3.9119

[6]
Here is the molecule H2N2O2S from the Open Molecules 2025 dataset. Energies are from wB97M-V/def2-TZVPD.

```
! RIJCOSX wB97M-V def2-TZVPD def2/J DEFGRID3
* xyz 0 3
N 0.738 -1.972 3.574
N 1.241 -0.387 0.419
O 0.054 -1.058 3.791
O 1.579 -1.901 2.630
S 1.507 -0.280 1.980
H 1.944 -0.518 -0.320
H 0.255 -0.377 0.187
*
```

Max |F|, hartree/bohr: 0.13965
⟨S²⟩: 2.011
ΔE to the lowest compared entry with this formula, charge and spin, eV: 2.7300

[7]
Here is a structure of composition H2N2O3S from the Open Molecules 2025 dataset. Energies are from wB97M-V/def2-TZVPD.

```
! RIJCOSX wB97M-V def2-TZVPD def2/J DEFGRID3
* xyz 0 3
N 1.003 0.107 0.905
N 0.253 -0.048 -1.141
O -1.460 -1.144 0.355
O -1.522 1.330 0.093
O 1.305 -0.563 -0.356
S -0.820 0.097 0.161
H 0.771 -0.687 1.466
H 0.471 0.908 -1.483
*
```

Max |F|, hartree/bohr: 0.10820
⟨S²⟩: 2.010
ΔE to the lowest compared entry with this formula, charge and spin, eV: 4.8539

[8]
Here is a structure of composition H2N2O3S2 from the Open Molecules 2025 dataset. Energies are from wB97M-V/def2-TZVPD.

```
! RIJCOSX wB97M-V def2-TZVPD def2/J DEFGRID3
* xyz 0 3
N -0.582 -0.410 -1.316
N 1.998 -0.573 0.343
O -0.562 1.768 0.158
O -2.708 0.621 -0.194
O -0.674 -0.557 0.980
S -1.308 0.562 -0.142
S 0.002 -1.363 -0.197
H 2.222 -0.285 -0.590
H 1.613 0.237 0.958
*
```

Max |F|, hartree/bohr: 0.09859
⟨S²⟩: 2.009
ΔE to the lowest compared entry with this formula, charge and spin, eV: 0.8753

- The lowest ΔE to the lowest compared entry with this formula, charge and spin belongs to which entry?
  H2N2

- Number 8 is which compound?
  H2N2O3S2

- Which value of ΔE to the lowest compared entry with this formula, charge and spin does entry 4 give?
  1.4763 eV

Please write out number 2 again, unchanged.
Here is the molecule H2N2 from the Open Molecules 2025 dataset. Energies are from wB97M-V/def2-TZVPD.

```
! RIJCOSX wB97M-V def2-TZVPD def2/J DEFGRID3
* xyz 0 1
H -0.059 0.661 0.793
H 0.351 -1.003 0.004
N -0.384 0.664 -0.088
N 0.093 -0.322 -0.709
*
```

SMILES: [H]/N=N\[H]
Max |F|, hartree/bohr: 0.10990
ΔE to the lowest compared entry with this formula, charge and spin, eV: 0.4625